{
  "formula": "C15H16N2O5",
  "method": "ωB97M-V/def2-TZVPD",
  "elements": ["C", "H", "O", "C", "C", "C", "C", "C", "C", "O", "C", "H", "H", "H", "H", "C", "C", "N", "O", "C", "O", "C", "C", "C", "C", "O", "H", "H", "H", "N", "H", "H", "H", "H", "H", "H", "H", "H"],
  "xyz": [[0.676, -2.340, -5.091], [1.367, -1.698, -5.405], [0.719, -2.592, -3.562], [0.623, -1.436, -2.900], [0.255, -0.120, -3.480], [0.432, 0.984, -2.670], [0.669, 0.898, -1.354], [0.667, -0.614, -0.725], [0.762, -1.735, -1.577], [0.982, -2.764, -0.858], [1.244, -4.212, -1.495], [1.950, -4.236, -2.272], [0.022, -4.206, -2.145], [1.349, -4.819, -0.686], [0.752, -0.748, 0.328], [0.579, 1.980, -0.345], [-0.916, 2.086, 0.358], [-0.838, 1.923, 1.620], [-2.233, 1.787, 2.368], [-2.229, 1.785, 3.552], [-3.556, 1.749, 3.939], [-0.980, 1.588, 4.364], [0.269, 1.401, 4.268], [0.934, 1.383, 5.464], [-0.411, 1.214, 6.470], [-1.459, 1.640, 5.840], [-0.395, 1.590, 7.382], [1.824, 1.096, 5.836], [0.755, 1.472, 3.183], [-1.925, 2.112, -0.386], [-1.856, 1.759, -1.320], [-2.979, 1.849, -0.015], [1.266, 1.849, 0.551], [0.517, 2.933, -0.891], [0.250, 1.934, -3.066], [0.477, -0.140, -4.350], [0.560, -3.487, -5.528], [-0.123, -1.868, -5.405]],
  "forces_ev_per_a": [[-0.053, -8.409, 3.372], [4.176, 1.656, -1.061], [-0.109, 0.836, -5.550], [-1.593, 1.428, -1.494], [0.468, -4.292, 11.705], [-0.669, 0.087, -0.104], [-0.947, -5.831, 4.213], [0.550, 4.543, -3.707], [-0.531, 6.348, 3.349], [2.049, -6.687, 0.050], [-6.906, 4.799, -2.820], [1.161, 0.275, -0.538], [4.028, -1.206, 2.235], [0.172, -1.635, 2.076], [0.065, 0.053, 0.636], [-2.111, 0.916, 1.319], [4.725, -2.241, 2.444], [0.074, 0.127, 2.377], [2.533, 0.885, -11.547], [-6.099, -1.401, 8.828], [6.622, 0.372, 0.299], [-9.991, 1.837, 2.720], [6.703, 0.292, -4.336], [-7.476, -1.453, 4.283], [5.237, 2.167, -6.153], [1.650, -1.642, -4.267], [0.169, 0.523, 4.878], [3.066, -0.811, 0.528], [-1.145, -0.367, 2.729], [-8.513, -0.710, -2.351], [0.483, 0.135, -0.546], [3.863, 1.122, -0.640], [-0.601, 0.684, -1.491], [1.175, 0.142, 0.447], [0.087, 1.504, -0.831], [1.629, 0.633, -11.269], [1.059, 3.285, 0.890], [-5.000, 2.035, -0.675]],
  "de_lowest_kj_mol": 1720.0,
  "total_energy_ev": -29017.011,
  "homo_ev": -8.0,
  "spin_multiplicity": 1
}


{
  "formula": "C34H78N10O11",
  "method": "ωB97M-V/def2-TZVPD",
  "elements": ["C", "N", "C", "C", "O", "H", "H", "H", "H", "H", "H", "H", "C", "N", "C", "C", "O", "H", "H", "H", "H", "H", "H", "H", "C", "N", "C", "C", "O", "H", "H", "H", "H", "H", "H", "H", "C", "N", "C", "C", "O", "H", "H", "H", "H", "H", "H", "H", "C", "N", "C", "C", "O", "H", "H", "H", "H", "H", "H", "H", "C", "N", "C", "C", "O", "H", "H", "H", "H", "H", "H", "H", "C", "N", "C", "C", "O", "H", "H", "H", "H", "H", "H", "H", "C", "N", "C", "C", "O", "H", "H", "H", "H", "H", "H", "H", "C", "N", "C", "C", "O", "H", "H", "H", "H", "H", "H", "H", "C", "N", "C", "C", "O", "H", "H", "H", "H", "H", "H", "H", "C", "C", "C", "O", "C", "H", "H", "H", "H", "H", "H", "H", "H"],
  "xyz": [[-4.355, -17.916, -15.110], [-3.884, -19.177, -15.766], [-2.782, -19.296, -16.469], [-2.734, -20.576, -17.205], [-1.930, -18.428, -16.574], [-3.531, -17.548, -14.497], [-5.202, -18.148, -14.464], [-4.620, -17.184, -15.874], [-4.590, -19.897, -15.823], [-3.730, -21.015, -17.277], [-2.097, -21.248, -16.629], [-2.356, -20.420, -18.215], [-3.076, -20.395, -12.543], [-2.466, -21.745, -12.662], [-3.038, -22.838, -13.180], [-4.448, -22.742, -13.854], [-2.413, -23.875, -13.202], [-3.573, -20.286, -11.579], [-3.853, -20.228, -13.290], [-2.331, -19.607, -12.647], [-1.549, -21.897, -12.266], [-5.047, -21.978, -13.358], [-5.044, -23.654, -13.886], [-4.353, -22.330, -14.859], [-5.969, -17.976, -19.362], [-5.365, -17.828, -20.671], [-5.971, -17.286, -21.688], [-5.196, -17.037, -22.957], [-7.117, -16.903, -21.745], [-5.797, -19.018, -19.092], [-7.039, -17.774, -19.408], [-5.564, -17.268, -18.639], [-4.376, -18.029, -20.639], [-4.181, -17.424, -22.869], [-5.192, -15.962, -23.141], [-5.723, -17.482, -23.800], [-1.334, -19.703, -22.616], [-2.459, -20.537, -22.290], [-3.108, -20.318, -21.168], [-3.798, -21.514, -20.603], [-3.009, -19.298, -20.457], [-1.449, -18.660, -22.318], [-1.170, -19.689, -23.693], [-0.421, -20.172, -22.251], [-2.572, -21.441, -22.726], [-4.417, -21.231, -19.752], [-3.049, -22.227, -20.258], [-4.357, -22.034, -21.380], [-5.636, -23.266, -17.791], [-6.162, -23.951, -18.993], [-5.396, -24.709, -19.829], [-6.189, -25.361, -21.046], [-4.230, -24.899, -19.622], [-4.551, -23.220, -17.885], [-5.990, -23.762, -16.887], [-6.078, -22.270, -17.768], [-7.169, -24.014, -19.006], [-6.720, -26.212, -20.619], [-5.511, -25.743, -21.809], [-6.904, -24.600, -21.357], [-2.628, -16.031, -19.003], [-2.819, -15.962, -17.526], [-3.357, -14.869, -16.921], [-4.010, -13.774, -17.715], [-3.386, -14.771, -15.708], [-3.415, -15.645, -19.651], [-2.478, -17.098, -19.168], [-1.717, -15.461, -19.185], [-2.535, -16.780, -17.006], [-4.806, -13.281, -17.158], [-4.477, -14.174, -18.615], [-3.211, -13.081, -17.979], [-9.858, -15.464, -17.388], [-9.396, -15.909, -16.055], [-8.137, -15.998, -15.683], [-7.909, -16.621, -14.321], [-7.200, -15.578, -16.349], [-10.706, -16.090, -17.666], [-9.163, -15.515, -18.226], [-10.213, -14.433, -17.397], [-9.881, -16.583, -15.480], [-8.400, -17.583, -14.174], [-8.382, -16.011, -13.552], [-6.913, -16.884, -13.966], [0.641, -19.607, -19.114], [0.555, -19.029, -17.797], [1.549, -18.486, -17.090], [1.263, -18.025, -15.684], [2.689, -18.288, -17.483], [-0.306, -19.696, -19.644], [0.989, -20.639, -19.083], [1.241, -19.024, -19.812], [-0.368, -18.896, -17.409], [1.110, -16.947, -15.617], [2.056, -18.368, -15.019], [0.323, -18.450, -15.333], [-8.668, -19.791, -17.640], [-8.509, -19.947, -16.206], [-7.404, -20.289, -15.567], [-7.479, -20.292, -14.045], [-6.380, -20.594, -16.174], [-9.728, -19.964, -17.825], [-8.074, -20.416, -18.307], [-8.390, -18.776, -17.925], [-9.325, -19.706, -15.663], [-6.679, -19.706, -13.592], [-7.406, -21.297, -13.630], [-8.455, -19.940, -13.712], [0.399, -21.749, -15.333], [1.123, -22.491, -14.223], [1.814, -23.590, -14.520], [2.493, -24.192, -13.304], [2.008, -23.925, -15.674], [-0.159, -22.469, -15.932], [1.073, -21.210, -15.998], [-0.232, -21.013, -14.835], [0.787, -22.258, -13.300], [3.508, -24.475, -13.583], [2.011, -25.133, -13.042], [2.567, -23.484, -12.478], [-0.789, -14.622, -11.703], [-1.761, -15.278, -12.650], [-1.279, -16.691, -12.825], [0.123, -16.562, -12.705], [0.414, -15.571, -11.743], [-1.169, -14.587, -10.682], [-0.493, -13.613, -11.988], [-1.776, -14.735, -13.595], [-2.788, -15.216, -12.289], [-1.697, -17.101, -13.744], [-1.619, -17.373, -12.046], [1.313, -15.093, -12.133], [0.564, -16.100, -10.802]],
  "forces_ev_per_a": [[1.098, -0.972, -0.496], [-1.931, 1.280, 1.699], [-0.767, -0.331, -0.716], [0.303, -0.868, -0.332], [0.783, 0.705, 0.259], [-0.226, 0.301, -0.085], [0.058, -0.053, -0.185], [-0.100, 0.102, 0.268], [0.000, -0.056, -0.229], [0.070, -0.085, 0.005], [0.156, -0.242, -0.287], [0.187, -0.036, 0.143], [-0.001, -0.726, 0.232], [-0.559, 2.351, 0.180], [-1.063, -1.114, -1.261], [0.468, 1.158, 0.690], [0.089, -0.782, 0.056], [0.114, 0.072, 0.200], [0.332, -0.175, -0.197], [0.075, -0.189, -0.057], [-0.185, -0.015, -0.037], [-0.128, -0.093, 0.243], [0.651, -0.164, 0.131], [0.252, -0.252, -0.207], [-0.460, -0.182, -0.269], [0.815, -0.441, 2.232], [-0.122, 1.374, -2.784], [0.812, -0.353, 0.105], [-1.914, 0.043, 1.059], [-0.071, 0.101, 0.622], [0.069, -0.094, -0.264], [0.266, -0.159, 0.120], [0.038, -0.063, -0.640], [0.177, 0.082, -0.366], [0.151, -0.030, 0.125], [0.084, -0.155, 0.136], [0.904, -0.129, -1.463], [0.244, 0.536, -0.907], [-0.204, 0.129, 2.932], [-0.610, -0.391, -0.146], [0.290, -0.430, -1.117], [-0.106, -0.397, 0.397], [-0.315, 0.034, -0.163], [0.109, 0.388, 0.521], [0.191, 0.215, 0.041], [-0.109, -0.067, -0.258], [0.126, 0.021, 0.091], [-0.308, -0.073, 0.139], [-0.605, -0.202, -0.984], [-0.310, 0.454, 0.626], [-1.480, -0.871, -0.818], [0.628, 0.790, 1.938], [1.235, 0.038, -0.180], [-0.154, -0.108, 0.306], [0.450, -0.208, 0.100], [0.303, 0.097, 0.000], [0.220, -0.091, -0.489], [-0.165, -0.021, -0.100], [-0.084, 0.418, 0.061], [0.008, -0.310, -0.536], [0.794, -0.387, 1.563], [-1.221, 1.346, -1.974], [-0.536, -0.583, 0.757], [0.076, -0.357, -0.900], [0.272, -0.211, 1.039], [-0.266, -0.091, 0.450], [0.176, 0.145, -0.593], [0.101, -0.230, -0.621], [0.244, 0.195, 0.384], [0.437, -0.119, 0.301], [0.156, 0.191, -0.186], [-0.219, 0.285, -0.215], [-0.713, -0.248, 0.152], [-1.457, -0.419, -0.525], [3.715, 0.473, -0.224], [-0.633, -0.751, 1.208], [-0.199, -0.075, 0.084], [-0.050, 0.026, 0.064], [0.615, -0.385, 0.609], [0.046, 0.018, 0.440], [-1.218, 0.396, -0.655], [-0.527, -0.178, -0.482], [0.136, 0.310, 0.018], [0.299, 0.840, -0.762], [0.259, -0.238, -0.739], [-1.154, -0.324, -0.360], [1.648, 1.195, 0.548], [-1.375, -0.547, 0.364], [0.190, -0.581, -0.893], [-0.535, 0.397, 0.631], [0.499, 0.017, 0.079], [0.451, 0.000, 0.316], [-0.163, -0.092, 0.121], [0.401, 0.012, -0.122], [0.056, 0.271, -0.183], [-0.087, -0.057, 0.201], [-0.232, 0.558, -0.269], [-1.154, 0.074, -0.233], [1.149, -0.368, 0.682], [-0.505, -0.212, -0.031], [0.211, 0.037, 0.104], [0.117, 0.109, -0.355], [0.084, -0.457, 0.681], [-0.234, 0.141, -0.022], [0.255, -0.098, -0.035], [-0.070, 0.098, -0.193], [0.218, -0.155, -0.335], [0.103, 0.286, 0.123], [0.712, -0.722, 1.160], [-2.125, 2.373, -1.371], [1.314, 0.054, 0.303], [0.354, -0.680, -0.452], [-0.126, -0.474, 0.090], [-0.152, 0.108, 0.096], [0.232, -0.180, 0.181], [-0.204, -0.106, -0.161], [0.455, -0.438, -0.112], [0.009, 0.117, -0.126], [-0.185, 0.159, 0.302], [-0.281, -0.219, 0.056], [0.604, -0.019, 0.822], [-1.308, 0.877, -0.260], [-0.256, 0.305, 0.569], [0.031, -1.028, -1.469], [0.070, -0.132, -0.467], [-0.104, 0.133, 0.001], [-0.198, -0.039, -0.059], [0.089, -0.318, -0.199], [-0.083, -0.100, 0.069], [1.032, -0.082, -0.475], [-0.307, 0.006, 0.530], [0.175, 0.028, 0.559], [0.312, 0.359, 0.318]],
  "de_lowest_kj_mol": 71.4,
  "smiles": "CNC(C)=O.CNC(C)=O.CNC(C)=O.CNC(C)=O.CNC(C)=O.CNC(C)=O.CNC(C)=O.CNC(C)=O.CNC(C)=O.CNC(C)=O.C1CCOC1",
  "total_energy_ev": -73949.345,
  "homo_ev": -8.5,
  "spin_multiplicity": 1
}


{
  "formula": "C2H6N2",
  "method": "ωB97M-V/def2-TZVPD",
  "elements": ["C", "N", "C", "N", "H", "H", "H", "H", "H", "H"],
  "xyz": [[-1.042, 1.381, 0.246], [0.078, 0.597, -0.254], [0.055, -0.779, -0.124], [1.145, -1.414, 0.044], [-1.950, 0.830, 0.029], [-0.949, 2.373, -0.191], [-0.933, 1.546, 1.325], [1.019, 0.969, -0.272], [-0.951, -1.175, -0.283], [0.967, -2.346, 0.420]],
  "forces_ev_per_a": [[0.721, 0.351, -0.475], [0.278, -1.606, 1.220], [-1.544, 1.278, -1.153], [0.553, 0.147, 0.374], [-0.232, 0.300, -0.041], [-0.478, -0.042, -0.255], [0.061, -0.324, 0.023], [0.325, 0.490, -0.004], [0.098, -0.318, 0.567], [0.219, -0.276, -0.257]],
  "charge": 1,
  "de_lowest_kj_mol": 76.3,
  "total_energy_ev": -5142.152,
  "s_squared": 0.786,
  "homo_ev": [-16.9, -16.8],
  "spin_multiplicity": 2
}